Formula: C31H45ClIrN8O
Source: OMol25
Level of theory: the ωB97M-V functional and the def2-TZVPD basis

Calculated values
**Kohn-Sham gap**: 5.155 eV
**HOMO energy**: -15.36 eV
**Molar mass**: 773.4 g mol⁻¹
**E_tot**: -62183.249 eV

```
! RIJCOSX wB97M-V def2-TZVPD def2/J DEFGRID3
* xyz 3 1
Ir -0.185 2.667 0.349
C -3.460 2.967 -2.551
C -2.231 2.732 -1.747
N -1.970 3.238 -0.584
C -2.676 4.333 0.031
C -1.691 5.503 0.012
N -0.436 5.120 0.693
C -0.343 5.478 2.125
C -0.300 4.251 3.032
N 0.448 3.148 2.407
C 1.907 3.411 2.290
C 2.571 2.322 1.450
N 1.749 2.085 0.278
C 2.128 1.414 -0.775
C 3.485 0.817 -0.896
C 1.103 1.290 -1.803
C 1.203 0.696 -3.058
C 0.099 0.659 -3.893
C -1.084 1.284 -3.513
C -1.144 1.907 -2.279
N -0.087 1.842 -1.443
H -4.250 3.448 -1.984
H -3.839 2.016 -2.925
H -3.227 3.590 -3.419
H -2.942 4.067 1.057
H -3.589 4.614 -0.494
H -2.149 6.381 0.471
H -1.461 5.737 -1.029
H 0.338 5.549 0.197
H -1.198 6.085 2.424
H 0.544 6.090 2.289
H -1.311 3.894 3.230
H 0.147 4.538 3.989
H 0.329 2.331 3.006
H 2.384 3.461 3.272
H 2.040 4.374 1.798
H 2.669 1.394 2.028
H 3.576 2.650 1.173
H 4.248 1.497 -0.519
H 3.730 0.583 -1.928
H 3.545 -0.104 -0.309
H 2.141 0.273 -3.387
H 0.170 0.183 -4.861
H -1.931 1.305 -4.183
C -1.887 -5.127 -2.075
C -1.899 -3.887 -1.173
C -3.253 -3.855 -0.450
C -1.716 -2.636 -2.037
C -0.771 -4.025 -0.057
O -0.890 -5.279 0.554
C 0.622 -3.833 -0.720
C 1.777 -4.480 0.079
C 2.504 -3.520 0.973
C 3.333 -2.542 0.412
C 4.080 -1.695 1.208
C 3.991 -1.794 2.596
Cl 4.937 -0.760 3.587
C 3.157 -2.747 3.174
C 2.432 -3.607 2.365
C -0.895 -3.087 1.178
N -1.114 -1.664 1.006
C -0.220 -0.682 0.969
N -0.849 0.488 0.966
C -2.170 0.154 1.007
N -2.351 -1.135 1.037
H -2.540 -4.940 -2.927
H -2.287 -6.000 -1.560
H -0.908 -5.375 -2.484
H -4.044 -3.993 -1.189
H -3.436 -2.916 0.058
H -3.324 -4.671 0.267
H -2.616 -2.505 -2.639
H -0.876 -2.735 -2.725
H -1.581 -1.727 -1.447
H -0.855 -5.985 -0.102
H 0.809 -2.764 -0.854
H 0.597 -4.295 -1.705
H 2.496 -4.860 -0.651
H 1.403 -5.326 0.650
H 3.420 -2.484 -0.668
H 4.769 -0.983 0.772
H 3.104 -2.830 4.250
H 1.826 -4.380 2.820
H 0.028 -3.207 1.744
H -1.717 -3.465 1.784
H 0.848 -0.823 0.962
H -2.983 0.858 1.023
*
```

Formula: C31H45ClN2O19S3
Source: OMol25
Level of theory: the ωB97M-V functional and the def2-TZVPD basis

Calculated values
**Kohn-Sham gap**: 8.099 eV
**HOMO energy**: -9.35 eV
**Molar mass**: 881.4 g mol⁻¹
**E_tot**: -119783.171 eV

```
! RIJCOSX wB97M-V def2-TZVPD def2/J DEFGRID3
* xyz 0 1
O 2.685 2.554 -5.377
S 2.633 1.117 -5.804
O 3.915 0.452 -5.330
O 2.448 0.885 -7.454
C 1.157 1.534 -7.751
C -0.118 0.689 -7.299
O -0.255 -0.513 -8.108
C -1.414 1.608 -7.663
C -1.506 2.941 -6.730
C -2.994 3.100 -6.107
S -3.175 2.418 -4.391
C -3.759 0.666 -4.442
S -3.825 -0.189 -2.992
N -4.122 0.053 -5.730
C -5.222 0.439 -6.591
C -5.065 -0.519 -7.790
N -3.950 -1.430 -7.576
C -3.405 -1.053 -6.313
C -0.161 0.239 -5.761
C 1.241 0.223 -4.981
Cl 0.907 0.950 -3.301
H 1.117 1.587 -8.906
H 1.117 2.622 -7.398
H -1.160 -0.889 -7.972
H -2.391 1.020 -7.642
H -1.280 1.962 -8.757
H -0.718 2.934 -5.890
H -1.373 3.845 -7.430
H -3.722 2.657 -6.868
H -3.248 4.222 -6.036
H -5.970 1.259 -6.361
H -5.766 -0.469 -8.683
H -2.514 -1.612 -5.893
H -0.548 -0.850 -5.749
H -0.925 0.820 -5.118
H 1.559 -0.853 -4.780
C -3.992 -1.708 3.170
C -4.776 -1.390 1.915
C -3.926 -0.997 0.743
O -4.829 -0.205 -0.025
C -5.710 0.343 0.859
O -6.490 1.211 0.592
O -5.582 -0.226 2.092
H -4.634 -1.639 4.053
H -3.566 -2.712 3.120
H -3.183 -1.004 3.317
H -5.446 -2.223 1.669
H -3.577 -1.857 0.168
H -3.069 -0.373 1.014
C 6.755 1.545 -3.381
C 7.880 0.933 -4.186
C 7.582 -0.440 -4.714
O 8.888 -0.992 -4.856
C 9.672 -0.375 -3.926
O 10.779 -0.722 -3.633
O 9.023 0.689 -3.369
H 7.129 2.350 -2.744
H 5.980 1.946 -4.039
H 6.292 0.808 -2.719
H 8.184 1.618 -4.986
H 7.061 -0.419 -5.672
H 7.021 -1.064 -4.012
C -0.189 2.679 5.179
C -0.373 1.204 5.470
C 0.860 0.379 5.258
O 0.313 -0.909 4.994
C -0.913 -0.700 4.439
O -1.581 -1.552 3.918
O -1.284 0.608 4.548
H -1.154 3.161 5.005
H 0.311 3.179 6.011
H 0.410 2.835 4.277
H -0.783 1.070 6.476
H 1.506 0.354 6.137
H 1.448 0.686 4.388
C 2.969 -4.926 6.046
C 2.985 -3.459 5.675
C 3.776 -3.147 4.438
O 4.138 -1.787 4.654
C 4.197 -1.611 6.005
O 4.653 -0.646 6.545
O 3.670 -2.687 6.660
H 2.702 -5.055 7.097
H 2.255 -5.476 5.429
H 3.955 -5.381 5.913
H 1.960 -3.078 5.609
H 3.189 -3.254 3.525
H 4.694 -3.736 4.347
C -3.543 1.826 9.570
C -3.189 0.448 9.053
C -3.140 -0.614 10.113
O -2.246 -1.563 9.539
C -1.411 -0.864 8.721
O -0.418 -1.307 8.222
O -1.854 0.416 8.549
H -3.228 2.596 8.863
H -4.620 1.914 9.733
H -3.037 2.038 10.516
H -3.860 0.172 8.232
H -4.115 -1.063 10.304
H -2.711 -0.268 11.058
*
```

Formula: C31H45IrN7O4Sb
Source: OMol25
Level of theory: the ωB97M-V functional and the def2-TZVPD basis

Calculated values
**Kohn-Sham gap**: 6.278 eV
**HOMO energy**: -12.57 eV
**Molar mass**: 893.7 g mol⁻¹
**E_tot**: -60860.986 eV

```
! RIJCOSX wB97M-V def2-TZVPD def2/J DEFGRID3
* xyz 2 1
Ir 0.846 0.280 0.000
C 3.710 -0.909 1.473
O 2.633 0.030 1.469
C 2.431 0.823 2.579
C 3.181 0.716 3.736
C 2.922 1.547 4.816
C 1.914 2.495 4.731
C 1.160 2.603 3.578
C 1.394 1.761 2.486
N 0.645 1.839 1.290
N -0.402 2.560 1.341
C -1.271 2.819 0.370
C -1.381 2.069 -0.858
O -0.526 1.184 -1.240
C -2.500 2.302 -1.693
C -3.404 3.280 -1.423
C -3.271 4.128 -0.287
C -4.149 5.202 -0.064
C -4.006 6.013 1.033
C -2.959 5.789 1.933
C -2.080 4.750 1.727
C -2.218 3.893 0.623
H 3.574 -1.660 2.252
H 4.663 -0.395 1.605
H 3.683 -1.392 0.500
H 3.976 -0.012 3.808
H 3.517 1.454 5.713
H 1.720 3.158 5.562
H 0.380 3.343 3.497
H -2.578 1.696 -2.586
H -4.244 3.433 -2.089
H -4.935 5.386 -0.786
H -4.695 6.830 1.199
H -2.837 6.442 2.786
H -1.251 4.594 2.400
C -1.630 -2.627 4.605
N -1.011 -2.175 3.374
C -0.081 -3.006 2.628
C 0.328 -2.061 1.518
O 1.095 -2.265 0.592
N -0.311 -0.875 1.694
C -1.057 -0.966 2.814
N -1.750 0.061 3.282
H -1.862 -3.686 4.509
H -2.560 -2.097 4.800
H -0.958 -2.502 5.456
H -0.548 -3.909 2.229
H 0.774 -3.303 3.241
H -1.735 0.931 2.774
H -2.335 -0.024 4.095
N 4.706 1.093 -2.038
C 3.621 1.275 -1.267
N 3.640 2.307 -0.401
O 2.662 0.474 -1.349
H 5.472 1.743 -2.059
H 4.716 0.325 -2.686
H 4.367 3.001 -0.418
H 2.809 2.505 0.129
C 1.148 -4.502 -1.412
C 1.295 -3.469 -2.518
C 2.743 -3.078 -2.781
Sb 0.147 -1.608 -2.174
C -1.802 -2.386 -1.441
C -2.370 -3.475 -2.340
C -2.793 -1.253 -1.219
C -0.017 -0.923 -4.295
C -0.517 -2.047 -5.185
C -0.876 0.325 -4.409
H 1.607 -5.441 -1.731
H 0.098 -4.705 -1.194
H 1.637 -4.177 -0.497
H 0.842 -3.862 -3.430
H 3.180 -2.613 -1.894
H 2.822 -2.376 -3.613
H 3.335 -3.963 -3.025
H -1.515 -2.815 -0.477
H -2.728 -3.066 -3.285
H -3.226 -3.940 -1.843
H -1.647 -4.262 -2.555
H -3.106 -0.814 -2.168
H -2.370 -0.465 -0.596
H -3.689 -1.635 -0.722
H 1.024 -0.689 -4.525
H -1.551 -2.310 -4.963
H 0.100 -2.942 -5.126
H -0.485 -1.705 -6.224
H -1.931 0.081 -4.272
H -0.765 0.755 -5.408
H -0.581 1.081 -3.683
*
```